1.
C36H41BCaN8OS2 as an isolated structure. Source: OMol25; level of theory: wB97M-V/def2-TZVPD.

Total charge ... -2
HOMO level ... -1.6 eV
E_tot ... -92757.3471 eV

Cartesian coordinates (Å):
1 Ca -0.5003 -0.4906 -0.1329
2 C -0.8631 1.4017 -4.0945
3 C -0.4562 2.3446 -3.0126
4 C 0.0254 3.6517 -3.1135
5 C 0.2662 4.0335 -1.8071
6 C 0.7620 5.3535 -1.3351
7 N -0.0338 3.0006 -0.9938
8 N -0.5127 1.9650 -1.7500
9 B -0.0387 2.6428 0.5338
10 N -1.3806 3.0499 1.2160
11 N -2.3349 2.1240 0.9673
12 C -3.4228 2.4821 1.6193
13 C -4.6392 1.6224 1.5524
14 C -3.1968 3.6773 2.3178
15 C -1.8859 4.0058 2.0265
16 C -1.1098 5.1757 2.5166
17 N 1.2535 2.6813 1.4139
18 N 1.4800 1.4184 1.8673
19 C 2.4977 1.4508 2.6944
20 C 2.9569 0.1955 3.3551
21 C 2.9881 2.7608 2.8026
22 C 2.1819 3.5088 1.9661
23 C 2.3986 4.9531 1.6684
24 H -0.8935 1.9023 -5.0639
25 H -1.8489 0.9838 -3.8920
26 H -0.1596 0.5697 -4.1560
27 H 0.1715 4.2447 -4.0000
28 H 0.5327 6.1185 -2.0790
29 H 1.8405 5.3547 -1.1807
30 H 0.2846 5.6469 -0.4042
31 H -0.1475 1.4840 0.4650
32 H -4.3552 0.6358 1.1923
33 H -5.3909 2.0344 0.8746
34 H -5.1040 1.5092 2.5346
35 H -3.8710 4.2282 2.9505
36 H -1.7706 5.8482 3.0674
37 H -0.6922 5.7513 1.6896
38 H -0.2894 4.8817 3.1733
39 H 2.3988 -0.6468 2.9456
40 H 2.7847 0.2221 4.4334
41 H 4.0227 0.0216 3.1875
42 H 3.8208 3.1272 3.3798
43 H 2.9412 5.4054 2.5019
44 H 1.4844 5.5120 1.5310
45 H 3.0101 5.0847 0.7748
46 C -1.9350 -1.6398 -2.0711
47 C -3.0174 -1.3867 -1.2038
48 C -3.1184 -2.4727 -0.3255
49 C -2.1099 -3.3891 -0.6385
50 C -1.3708 -2.8785 -1.7126
51 H -1.6311 -1.0251 -2.9091
52 H -3.6366 -0.4973 -1.2139
53 H -3.8026 -2.5452 0.5103
54 H -1.8968 -4.3062 -0.0999
55 H -0.5184 -3.3357 -2.2005
56 C 1.6340 -4.2306 1.9267
57 C 0.9834 -2.8685 1.7905
58 N 1.1453 -2.1520 0.7238
59 N 2.0851 -2.7074 -0.1502
60 C 2.3738 -2.0252 -1.1954
61 S 1.8051 -0.5236 -1.8313
62 S 3.5929 -2.7646 -2.2706
63 C 3.9671 -4.3500 -1.4731
64 C 3.0988 -5.5225 -1.8574
65 C 3.6473 -6.8000 -1.9237
66 C 2.8594 -7.9008 -2.2232
67 C 1.5035 -7.7354 -2.4591
68 C 0.9490 -6.4671 -2.3993
69 C 1.7378 -5.3688 -2.1069
70 C 0.2395 -2.3706 2.9735
71 C 0.6294 -2.8677 4.2246
72 C 0.1275 -2.3869 5.4214
73 C -0.8111 -1.3583 5.3811
74 C -1.2419 -0.8521 4.1843
75 C -0.7703 -1.3458 2.9315
76 O -1.2483 -0.8881 1.8535
77 H 1.7698 -4.6839 0.9503
78 H 1.0183 -4.8712 2.5524
79 H 2.6215 -4.1521 2.3875
80 H 3.8910 -4.1953 -0.3938
81 H 5.0094 -4.5810 -1.7069
82 H 4.7080 -6.9287 -1.7361
83 H 3.3079 -8.8869 -2.2719
84 H 0.8805 -8.5910 -2.6890
85 H -0.1096 -6.3230 -2.5738
86 H 1.3029 -4.3861 -2.0517
87 H 1.3847 -3.6415 4.2685
88 H 0.4755 -2.7948 6.3629
89 H -1.2043 -0.9457 6.3070
90 H -1.9651 -0.0484 4.1352

These are the Mulliken partial charges, in e, on atoms 1 to 6: 1.22 -1.36 0.50 -1.30 0.65 -1.09

2.
A 10-piece molecular cluster, C50H94BN11O3P overall at a distorted geometry. Source: OMol25; level of theory: wB97M-V/def2-TZVPD.

Total charge ... -1
HOMO level ... -3.2 eV
E_tot ... -85864.5526 eV

Cartesian coordinates (Å):
1 C 2.8948 4.6520 -0.5839
2 C 1.8021 5.5681 -1.2549
3 C 1.6893 5.3485 -2.8366
4 C 0.2561 4.7709 -3.2694
5 N 0.3866 3.3515 -3.6405
6 B -0.5811 2.3715 -2.8770
7 C -2.1313 2.7208 -3.3384
8 C -3.0830 3.4946 -2.3802
9 N -4.0655 2.7653 -1.5599
10 C -5.2419 3.5973 -1.2301
11 C -4.8865 4.6138 -0.0628
12 C -4.5365 1.5043 -2.0429
13 C -4.6200 0.3578 -0.9709
14 O -4.9170 1.2320 -3.1575
15 C -0.1518 0.9202 -3.5645
16 C -1.0080 -0.2380 -2.7923
17 C -1.5973 -1.4377 -3.7927
18 O -0.3864 -1.5669 -2.7236
19 P -0.0684 2.5076 -1.0174
20 C -1.3855 2.0698 0.2196
21 O 1.0669 1.2110 -0.8042
22 H 2.4157 3.7423 -0.1517
23 H 3.4083 5.2494 0.2012
24 H 3.5791 4.3091 -1.3902
25 H 2.0169 6.6560 -1.1062
26 H 0.8261 5.3377 -0.7675
27 H 1.7701 6.3456 -3.3307
28 H 2.4783 4.6624 -3.2099
29 H -0.0554 5.3574 -4.1782
30 H -0.4644 5.0244 -2.4645
31 H 0.1891 3.2812 -4.6372
32 H -2.5614 1.7839 -3.7819
33 H -2.0293 3.3783 -4.2441
34 H -3.6438 4.2689 -2.9789
35 H -2.4557 4.1040 -1.6774
36 H -5.6340 4.1484 -2.1158
37 H -6.0360 2.9208 -0.8311
38 H -5.7433 4.5947 0.6494
39 H -4.7993 5.6282 -0.5053
40 H -3.9473 4.3215 0.4507
41 H -5.4575 -0.3382 -1.1642
42 H -3.6851 -0.2396 -0.9226
43 H -4.7092 0.8673 0.0204
44 H -0.4919 0.8273 -4.6158
45 H 0.9127 0.6667 -3.4058
46 H -1.6847 0.0930 -1.9436
47 H -1.7003 -2.5233 -3.5783
48 H -2.6255 -1.2191 -3.2985
49 H -2.0706 2.9442 0.3094
50 H -0.9526 1.9299 1.2424
51 H -2.0066 1.1701 0.0178
52 H 1.8384 1.3892 -1.3584
53 C 4.7225 -2.9230 -3.3353
54 C 4.4600 -1.6483 -2.5409
55 C 3.0855 -1.6423 -1.8656
56 C 2.0180 -1.7434 -2.8897
57 N 1.1754 -1.8257 -3.6876
58 H 4.0092 -3.0371 -4.1536
59 H 5.7237 -2.8989 -3.7763
60 H 4.6556 -3.8050 -2.6936
61 H 4.5468 -0.7880 -3.2104
62 H 5.2356 -1.5399 -1.7752
63 H 2.9495 -0.7185 -1.2971
64 H 2.9996 -2.4803 -1.1721
65 C 5.2420 7.7376 1.5356
66 C 6.4830 7.5278 0.6750
67 C 6.4894 8.4015 -0.5827
68 C 5.3185 8.0813 -1.4282
69 N 4.4089 7.8210 -2.0789
70 H 4.3315 7.4602 1.0011
71 H 5.2927 7.1184 2.4325
72 H 5.1533 8.7816 1.8479
73 H 6.5452 6.4742 0.3924
74 H 7.3722 7.7540 1.2694
75 H 7.3998 8.2269 -1.1584
76 H 6.4562 9.4596 -0.3151
77 C 0.5362 -4.8368 1.9160
78 C 1.7474 -4.8575 2.8413
79 C 2.8672 -3.9099 2.3940
80 C 3.3736 -4.2916 1.0509
81 N 3.7637 -4.5926 0.0115
82 H 0.7884 -5.1729 0.9081
83 H -0.2358 -5.5045 2.2939
84 H 0.1155 -3.8301 1.8469
85 H 2.1326 -5.8806 2.9000
86 H 1.4261 -4.5773 3.8430
87 H 3.6978 -3.9525 3.0997
88 H 2.5064 -2.8803 2.3586
89 C 1.0727 9.2496 -3.5640
90 C 0.0066 9.6143 -4.5788
91 C -1.3403 9.9184 -3.9176
92 C -1.8295 8.7254 -3.1718
93 N -2.2081 7.8056 -2.5952
94 H 0.8129 8.3416 -3.0175
95 H 2.0252 9.0649 -4.0626
96 H 1.2201 10.0564 -2.8407
97 H -0.1068 8.7928 -5.2906
98 H 0.3345 10.4875 -5.1494
99 H -2.0782 10.1872 -4.6753
100 H -1.2473 10.7560 -3.2235
101 C -3.7740 -3.8694 -1.9931
102 C -2.8070 -4.0923 -0.8391
103 C -3.4894 -4.4992 0.4648
104 C -4.4244 -3.4365 0.9036
105 N -5.1498 -2.6122 1.2440
106 H -4.4669 -3.0500 -1.7900
107 H -3.2174 -3.6107 -2.8918
108 H -4.3598 -4.7696 -2.2012
109 H -2.2343 -3.1746 -0.6791
110 H -2.0958 -4.8716 -1.1226
111 H -2.7419 -4.6554 1.2401
112 H -4.0445 -5.4305 0.3378
113 C 3.4564 -4.8132 8.6378
114 C 3.7751 -5.6441 7.3996
115 C 4.2158 -4.7908 6.2068
116 C 3.1386 -3.8499 5.8264
117 N 2.3000 -3.1218 5.5326
118 H 2.6210 -4.1333 8.4610
119 H 3.1758 -5.4624 9.4687
120 H 4.3216 -4.2216 8.9465
121 H 2.8936 -6.2300 7.1281
122 H 4.5700 -6.3535 7.6412
123 H 4.4452 -5.4291 5.3514
124 H 5.1135 -4.2208 6.4538
125 C -5.4217 -7.1230 4.0632
126 C -4.2069 -7.1455 4.9831
127 C -3.0953 -6.1985 4.5245
128 C -2.6197 -6.5838 3.1768
129 N -2.2505 -6.8833 2.1303
130 H -5.1685 -7.4614 3.0558
131 H -6.1985 -7.7891 4.4435
132 H -5.8413 -6.1178 3.9933
133 H -3.8223 -8.1685 5.0383
134 H -4.5183 -6.8661 5.9877
135 H -2.2548 -6.2383 5.2194
136 H -3.4590 -5.1692 4.4922
137 C -9.9068 -6.8355 6.7556
138 C -8.9511 -7.9011 7.2812
139 C -7.8076 -7.3165 8.1160
140 C -7.0025 -6.3843 7.2955
141 N -6.3798 -5.6639 6.6531
142 H -9.4018 -6.1395 6.0832
143 H -10.7188 -7.2981 6.1931
144 H -10.3455 -6.2631 7.5765
145 H -8.5422 -8.4599 6.4357
146 H -9.5109 -8.6111 7.8945
147 H -7.1600 -8.1158 8.4799
148 H -8.2002 -6.7790 8.9812
149 C 7.3351 0.4596 -7.2498
150 C 8.2625 0.2541 -6.0570
151 C 7.5085 -0.0901 -4.7697
152 C 6.5836 1.0077 -4.4105
153 N 5.8678 1.8624 -4.1344
154 H 6.6586 1.3013 -7.0917
155 H 7.9150 0.6737 -8.1495
156 H 6.7343 -0.4332 -7.4376
157 H 8.8548 1.1604 -5.9068
158 H 8.9632 -0.5532 -6.2850
159 H 8.2122 -0.2411 -3.9496
160 H 6.9342 -1.0102 -4.8960

These are the Mulliken partial charges, in e, on atoms 1 to 6: -1.03 -0.32 -0.80 -0.09 -0.76 0.32

Q: The highest HOMO level belongs to which entry?
A: C36H41BCaN8OS2